The following is a quantum chemistry calculation of an isolated ion of composition C9H11O2S and charge -1 at a distorted geometry, from the OMol25 dataset.

Calculated values
Structure (SMILES): C/C=C/C=C\C(C)=C(\S)C(=O)[O-]
Charge: -1
ΔE to the lowest compared entry with this formula, charge and spin, kJ/mol: 106.9
Multiplicity: 1

CARTESIAN COORDINATES (ANGSTROEM)
C 1.00091 -1.22311 -1.48578
C 0.03523 -1.92366 -0.80956
C 1.28505 0.13822 -1.05782
C -0.69554 -1.29711 0.30858
C -2.42309 -0.25044 -1.20374
C 0.28409 1.02265 -0.92888
C -1.72451 -0.41351 0.10071
C -0.08186 -1.62330 1.59095
C 0.28840 2.27311 -0.15789
O -2.04139 -0.91036 -2.15910
O -3.43937 0.53808 -1.06736
S -2.37859 0.53944 1.39717
H 1.67075 -1.77983 -2.05893
H -0.20836 -2.93557 -1.07887
H 2.24878 0.38772 -0.62242
H -0.49228 0.93492 -1.61234
H 0.55745 -2.43088 1.27830
H -0.82227 -1.87563 2.33621
H 0.37433 -0.67338 2.06216
H 1.21888 2.59878 0.46242
H -0.50690 2.10142 0.59675
H -0.09713 3.01811 -0.75332
H -3.32058 1.06585 0.63228